Model A:
{
  "formula": "C4H8O",
  "method": "wB97M-V/def2-TZVPD",
  "elements": ["C", "C", "O", "C", "C", "H", "H", "H", "H", "H", "H", "H", "H"],
  "coordinates": [[1.3287, -0.2482, -0.5241], [-0.1412, 0.0712, -0.2934], [-0.9697, -0.3030, -1.3742], [-0.8613, 0.9747, 0.6919], [-0.5585, -0.4529, 1.0356], [2.0246, 0.3776, 0.0427], [1.5942, -0.2376, -1.5847], [1.4587, -1.2859, -0.1802], [-0.5621, 0.0170, -2.1896], [-0.4066, 1.7807, 1.2598], [-1.9032, 1.1374, 0.4202], [0.2838, -0.6000, 1.7123], [-1.2947, -1.2430, 1.0179]],
  "lowdin_charge": [-0.0233, -0.5541, -0.0087, -0.0604, -0.1131, 0.0860, 0.0733, 0.0867, 0.0942, 0.0969, 0.1048, 0.1067, 0.1111],
  "homo_lumo_gap_ha": 0.3773,
  "lumo_energy_ev": 1.016,
  "smiles": "CC1(O)CC1"
}



Model B:
{
  "formula": "C4H8O",
  "method": "wB97M-V/def2-TZVPD",
  "elements": ["C", "C", "C", "H", "H", "H", "H", "H", "H", "C", "O", "H", "H"],
  "coordinates": [[-0.5509, -1.5139, 1.2287], [-0.2922, -0.2370, 0.9659], [-0.8065, 0.8751, 1.8184], [-0.0567, -2.3437, 0.7436], [-1.1461, -1.7125, 2.1187], [0.3847, -0.0063, 0.1364], [-1.6066, 0.5609, 2.4765], [-1.0954, 1.7784, 1.2818], [0.0510, 1.2145, 2.4226], [1.2276, 0.3536, -3.2944], [1.4439, 0.3922, -2.1223], [1.1887, -0.6094, -3.8368], [1.2586, 1.2481, -3.9390]],
  "lowdin_charge": [-0.0260, -0.2461, -0.1220, 0.0458, 0.0519, 0.0723, 0.0660, 0.0657, 0.0794, -0.1438, -0.0032, 0.0807, 0.0792],
  "homo_lumo_gap_ha": 0.3692,
  "lumo_energy_ev": 0.753,
  "smiles": "C=CC.C=O"
}



Model C:
{
  "formula": "C4H8O",
  "method": "wB97M-V/def2-TZVPD",
  "elements": ["C", "C", "C", "C", "O", "H", "H", "H", "H", "H", "H", "H", "H"],
  "coordinates": [[1.5338, -0.2196, 0.1912], [0.3811, -0.0744, -0.6500], [-0.6449, 0.9142, -0.1598], [-1.4882, -0.3718, 0.2386], [-0.5073, -1.1836, -0.3555], [1.2328, -0.7510, 1.2205], [1.9562, 0.8546, 0.5314], [2.3357, -0.9337, -0.2146], [0.6400, -0.1419, -1.7620], [-0.2397, 1.4500, 0.6627], [-1.2151, 1.6088, -0.8821], [-1.4951, -0.6197, 1.4216], [-2.4893, -0.5319, -0.2421]],
  "lowdin_charge": [-0.0936, -0.4568, -0.0990, -0.1891, -0.1506, 0.1308, 0.1259, 0.0984, 0.1620, 0.0777, 0.1344, 0.1462, 0.1137],
  "homo_lumo_gap_ha": 0.3896,
  "lumo_energy_ev": 1.152,
  "smiles": "C[C@@H]1CCO1"
}



Model D:
{
  "formula": "C4H8O",
  "method": "wB97M-V/def2-TZVPD",
  "elements": ["C", "C", "C", "C", "O", "H", "H", "H", "H", "H", "H", "H", "H"],
  "coordinates": [[1.7296, -0.2879, -0.0674], [0.3514, 0.2692, -0.3337], [-0.9015, -0.6166, -0.1853], [-1.4602, 0.6250, 0.5146], [-0.1392, 1.1775, 0.6689], [2.5000, 0.4856, -0.1549], [1.7862, -0.7240, 0.9343], [1.9476, -1.0660, -0.8078], [0.3294, 0.7765, -1.3114], [-1.3753, -0.9547, -1.1111], [-0.7822, -1.4647, 0.4991], [-1.9567, 0.5000, 1.4803], [-2.0812, 1.2440, -0.1495]],
  "lowdin_charge": [-0.0438, -0.4037, -0.0983, -0.1850, -0.0988, 0.0793, 0.0830, 0.0831, 0.1411, 0.1047, 0.1113, 0.1127, 0.1146],
  "homo_lumo_gap_ha": 0.3971,
  "lumo_energy_ev": 1.214
}



Energies, relative to the best one, in kcal/mol: model A 9.0; model B 16.2; model C 25.5; model D 0.0.



Model A:
{
  "formula": "C4H8O",
  "method": "wB97M-V/def2-TZVPD",
  "elements": ["C", "C", "O", "C", "C", "H", "H", "H", "H", "H", "H", "H", "H"],
  "coordinates": [[1.2525, -0.1865, 0.7079], [-0.0726, -0.3319, -0.0289], [-0.8432, -1.4339, 0.4016], [-0.6228, 0.2658, -1.3133], [-0.7820, 0.9773, -0.0045], [2.0242, 0.3307, 0.1325], [1.6413, -1.1390, 1.0797], [1.0346, 0.4259, 1.5963], [-0.2678, -2.2076, 0.4376], [-0.0530, 0.7160, -2.1222], [-1.5272, -0.2520, -1.6257], [-0.1048, 1.8174, 0.1556], [-1.6995, 0.9977, 0.5643]],
  "lowdin_charge": [-0.0239, -0.5507, -0.0083, -0.0599, -0.1147, 0.0850, 0.0736, 0.0856, 0.0937, 0.0976, 0.1039, 0.1068, 0.1111],
  "homo_lumo_gap_ha": 0.3765,
  "lumo_energy_ev": 1.015,
  "smiles": "CC1(O)CC1"
}



Model B:
{
  "formula": "C4H8O",
  "method": "wB97M-V/def2-TZVPD",
  "elements": ["C", "C", "O", "C", "C", "H", "H", "H", "H", "H", "H", "H", "H"],
  "coordinates": [[-1.7445, 0.2972, 0.3792], [-0.5722, -0.6577, 0.0624], [-0.4519, -1.1325, -1.1597], [0.7661, -0.1101, 0.4120], [1.7021, 0.3793, -0.6117], [-1.7879, 0.5910, 1.4368], [-2.6708, -0.2231, 0.1154], [-1.6655, 1.1974, -0.2387], [-0.6242, -1.4882, 0.8289], [1.1771, -0.2825, 1.4159], [1.1474, 0.6634, -1.5119], [2.3304, 1.1847, -0.2077], [2.3938, -0.4189, -0.9209]],
  "lowdin_charge": [-0.0382, -0.6247, -0.0291, 0.0003, -0.0948, 0.0777, 0.0770, 0.0787, 0.1688, 0.1136, 0.0891, 0.0850, 0.0967],
  "homo_lumo_gap_ha": [0.2602, 0.3401],
  "lumo_energy_ev": [-1.219, -0.276]
}



Energies, relative to the best one, in kcal/mol: model A 0.0; model B 51.5.



Model A:
{
  "formula": "C4H8O",
  "method": "wB97M-V/def2-TZVPD",
  "elements": ["C", "C", "C", "O", "C", "H", "H", "H", "H", "H", "H", "H", "H"],
  "coordinates": [[0.8088, 0.7063, -0.0176], [-0.7183, 0.8350, 0.0507], [-1.1566, -0.5770, -0.3256], [-0.2201, -1.4280, 0.3066], [1.0461, -0.7796, 0.3286], [1.1685, 0.9307, -1.0286], [1.3232, 1.3809, 0.6735], [-1.1171, 1.6038, -0.6181], [-1.0386, 1.0605, 1.0736], [-2.1523, -0.8500, 0.0378], [-1.1347, -0.7128, -1.4191], [1.4670, -0.9164, 1.3312], [1.7239, -1.2533, -0.3931]],
  "lowdin_charge": [-0.1658, -0.1710, -0.2228, -0.1446, -0.2016, 0.1070, 0.1061, 0.1101, 0.1128, 0.1207, 0.1202, 0.1156, 0.1132],
  "homo_lumo_gap_ha": 0.3941,
  "lumo_energy_ev": 1.131,
  "smiles": "C1CCOC1"
}



Model B:
{
  "formula": "C4H8O",
  "method": "wB97M-V/def2-TZVPD",
  "elements": ["C", "O", "C", "C", "C", "H", "H", "H", "H", "H", "H", "H", "H"],
  "coordinates": [[-0.6629, -1.8108, -0.2226], [-1.0307, -0.5202, 0.1922], [0.0857, 0.2326, 0.5688], [0.8818, 0.9092, -0.4964], [-0.0615, 1.6975, 0.3749], [0.0630, -1.7599, -1.0473], [-0.2051, -2.3964, 0.5969], [-1.5697, -2.3256, -0.5586], [0.6072, -0.1414, 1.4578], [1.9581, 1.0068, -0.3616], [0.5793, 0.7212, -1.5236], [0.3468, 2.3766, 1.1157], [-0.9921, 2.0106, -0.0962]],
  "lowdin_charge": [-0.1130, -0.1466, -0.3802, -0.1039, -0.0914, 0.0870, 0.0910, 0.0899, 0.1507, 0.1006, 0.1057, 0.0993, 0.1107],
  "homo_lumo_gap_ha": 0.3997,
  "lumo_energy_ev": 1.216,
  "smiles": "COC1CC1"
}



Energies, relative to the best one, in kcal/mol: model A 0.0; model B 24.2.